{"formula": "C14H25NO6S", "method": "the ωB97M-V functional and the def2-TZVPD basis", "e_above_lowest_ev": 0.124, "multiplicity": 1, "lumo_ev": 0.63, "charge": 0, "homo_ev": -8.6739, "orbital_gap_ha": 0.3418, "species": ["S", "O", "O", "O", "O", "O", "O", "N", "C", "C", "C", "C", "C", "C", "C", "C", "C", "C", "C", "C", "C", "C", "H", "H", "H", "H", "H", "H", "H", "H", "H", "H", "H", "H", "H", "H", "H", "H", "H", "H", "H", "H", "H", "H", "H", "H", "H"], "positions_angstrom": [[1.33721, -2.96000, -0.71830], [2.65264, -0.85023, 0.82143], [-1.19362, 0.53215, -1.17836], [0.00967, 1.75511, 0.32357], [2.75632, 0.70365, -0.79127], [-2.81275, -0.57950, 1.18846], [-3.11385, -2.30936, -0.21302], [-0.24524, -0.40676, 0.65206], [-1.51488, 3.47944, -0.47169], [0.79500, 3.96288, 0.40972], [-0.06383, 3.00373, -0.41439], [-4.21595, -0.29194, 1.19177], [2.24759, -1.54522, -1.40468], [-0.38290, -2.38174, -0.82190], [0.52120, 2.84054, -1.81510], [4.49179, 0.38120, 1.84881], [-2.39940, -1.57025, 0.40619], [-0.86586, -1.69507, 0.45504], [2.56732, -0.43080, -0.43424], [2.99216, 0.12702, 1.80817], [-0.54571, 0.64357, -0.16583], [-4.55403, 0.74045, 0.12803], [1.50072, 2.37291, -1.74940], [-0.12536, 2.21807, -2.42713], [-0.61674, -2.32550, 1.31542], [5.02574, -0.55084, 2.01779], [-2.11465, 2.76967, -1.03540], [-5.62436, 0.92559, 0.12354], [-4.03047, 1.67199, 0.32650], [-0.99369, -3.26681, -0.99674], [4.82225, 0.81302, 0.90744], [-0.47847, -1.70665, -1.67012], [0.62051, 3.81592, -2.28312], [0.76423, 4.95659, -0.02666], [4.72168, 1.07369, 2.65349], [-4.43075, 0.08319, 2.19487], [2.45350, 1.05464, 1.58510], [3.19455, -1.95658, -1.76119], [-4.76385, -1.22248, 1.01318], [-1.92047, 3.57025, 0.53433], [-4.25025, 0.37287, -0.84913], [-1.56402, 4.44808, -0.96107], [0.42764, 4.01162, 1.43186], [0.15160, -0.18731, 1.54995], [1.82368, 3.61273, 0.42225], [2.64354, -0.29497, 2.75345], [1.70072, -1.13851, -2.25555]]}